(1)
Molecular formula: C5H9NO
Method: DFT, the ωB97M-V functional and the def2-TZVPD basis

Last column: Mulliken charge in e.
Positions of all 16 atoms, in Å:
O (1.61272, -1.88651, 0.23132)  -0.47
N (-0.77532, 1.39396, -0.66433)  -0.57
C (-1.29047, 0.10825, 1.54570)  -0.93
C (1.57774, 0.43524, -0.39634)  -0.68
C (-0.81243, 0.44087, 0.36245)  0.03
C (0.12448, 0.20751, -0.71143)  0.39
C (2.19232, -0.82720, 0.16059)  0.03
H (-1.54228, 1.31967, -1.33238)  0.31
H (-2.64819, -0.97458, -1.12885)  0.08
H (1.65062, 1.21813, 0.37104)  0.31
H (-0.88136, -0.76752, 2.04186)  0.27
H (-2.07776, 0.67435, 2.03334)  0.27
H (2.17080, 0.78048, -1.25393)  0.33
H (3.23636, -0.73168, 0.52304)  0.36
H (-2.48440, -0.95930, -0.40127)  -0.09
H (-0.10554, -0.56345, -1.44831)  0.37

Cartesian forces, eV/Å:
0.321 0.531 -0.018
-0.162 0.165 0.043
0.061 0.096 -0.081
-0.033 0.027 -0.028
0.031 -0.067 0.176
0.125 -0.236 0.036
-0.130 -0.306 0.005
0.065 0.002 0.179
-0.129 -0.101 -0.070
0.101 -0.091 -0.131
-0.141 0.123 -0.075
0.119 -0.041 -0.071
-0.051 -0.098 0.066
-0.059 -0.032 -0.045
-0.126 -0.075 -0.229
0.008 0.104 0.243

Summary:
Orbital gap in eV: 10.31
Energy above the lowest of the compared OMol25 structures with the same formula, charge and spin in eV: 4.032
SMILES: C=C1N[C@H]1CC=O.[H][H]
Largest force on an atom in eV/A: 0.62
HOMO level in Ha: -0.3390
LUMO level in eV: 1.086



(2)
Molecular formula: C5H4CuLiO7
Method: DFT, the ωB97M-V functional and the def2-TZVPD basis

Last column: Mulliken spin population.
Positions of all 18 atoms, in Å:
Cu (1.44745, 1.46359, 1.10445)  0.60
O (-1.49283, -1.69607, 0.38888)  0.00
O (1.28695, -0.70818, 0.50196)  -0.03
O (4.00332, 0.03070, -1.67994)  0.01
O (-0.88173, -1.72631, -1.79840)  0.02
O (3.37609, 1.29375, 0.02446)  0.03
O (-1.97154, 0.05441, -0.91016)  0.00
O (0.63178, 1.00490, -0.91506)  -0.04
C (1.18729, -0.11188, -0.62735)  0.19
C (-2.14352, -0.79296, 1.25576)  0.01
C (-2.52751, 0.38741, 0.34179)  0.00
C (-1.02039, -1.00464, -0.76940)  0.03
C (3.13784, 0.41902, -0.87425)  0.09
Li (5.19207, 1.30944, -0.74126)  0.05
H (-3.61607, 0.49464, 0.22956)  0.00
H (-2.12095, 1.34029, 0.71329)  0.03
H (-3.01905, -1.29161, 1.69397)  0.00
H (-1.46920, -0.46649, 2.06169)  0.02

Cartesian forces, eV/Å:
-0.024 0.459 0.557
1.891 0.845 -0.277
-1.595 -0.028 -2.501
0.869 0.174 -0.189
1.863 2.976 3.458
0.787 0.149 -0.182
1.918 0.019 0.279
-0.269 -2.886 -0.094
4.086 3.920 2.843
0.138 0.381 0.306
0.046 0.310 0.366
-7.093 -4.521 -3.693
-1.994 -0.907 -0.187
-1.083 -0.429 -0.012
0.267 -0.090 -0.155
0.018 -0.252 -0.120
0.267 -0.004 -0.187
-0.093 -0.118 -0.212

Summary:
2S+1: 2
Orbital gap (alpha / beta) in eV: 2.71 / 5.18
Total charge: -1
Largest force on an atom in eV/A: 9.19
HOMO level (alpha / beta) in Ha: -0.0438 / -0.1381
LUMO level (alpha / beta) in eV: 1.522 / 1.420



(3)
Molecular formula: C8H12O
Method: DFT, the ωB97M-V functional and the def2-TZVPD basis

Last column: Mulliken charge in e.
Positions of all 21 atoms, in Å:
O (2.34783, 1.20262, -0.02815)  -0.50
C (-1.52862, 0.57512, -1.42158)  -0.91
C (-0.09647, 0.44408, -0.98282)  -0.19
C (0.58058, -2.05949, -0.36260)  -1.56
C (-0.97075, 1.40147, -0.27023)  -0.13
C (-0.05215, -0.19506, 1.35578)  -1.32
C (1.80751, 0.12953, -0.59364)  -0.61
C (-1.04390, 0.92806, 1.15646)  -0.56
C (0.55279, -0.56368, -0.16197)  1.64
H (1.09981, -2.54838, -1.24003)  0.39
H (-1.84757, 1.17190, -2.22820)  0.31
H (1.93824, 1.39346, 0.81030)  0.37
H (2.38445, -0.33447, -1.39566)  0.40
H (-0.55339, -1.13791, 1.58079)  0.41
H (0.67386, -0.01839, 2.14911)  0.41
H (1.11330, -2.47873, 0.51437)  0.37
H (-2.20038, -0.31876, -1.31113)  0.19
H (-2.04056, 0.49854, 1.23816)  0.32
H (-0.85665, 1.79726, 1.83937)  0.29
H (-0.56017, -2.29721, -0.30549)  0.29
H (-0.74774, 2.41006, -0.34284)  0.39

Cartesian forces, eV/Å:
1.071 0.241 -0.008
0.211 -1.189 0.635
1.484 -0.231 -1.725
-1.647 -0.902 0.254
1.237 -2.299 0.555
0.901 -1.537 -1.440
-2.907 0.360 -1.726
-0.625 0.464 0.487
0.193 0.942 2.923
-0.883 1.114 0.512
0.071 0.487 -1.261
-0.406 0.041 0.553
-0.085 0.397 0.242
-0.039 0.150 0.466
0.263 -0.027 -0.072
-0.554 0.014 -0.282
0.559 0.993 0.480
-0.258 0.366 0.866
-0.518 -0.896 -0.351
2.086 -0.492 -0.287
-0.154 2.005 -0.821

Summary:
Orbital gap in eV: 7.98
Energy above the lowest of the compared OMol25 structures with the same formula, charge and spin in eV: 4.709
Largest force on an atom in eV/A: 3.40
HOMO level in Ha: -0.2652
LUMO level in eV: 0.766



(4)
Molecular formula: C3H9N2
Method: DFT, the ωB97M-V functional and the def2-TZVPD basis

Last column: Mulliken charge in e.
Positions of all 14 atoms, in Å:
N (1.89312, 0.89954, 0.91492)  -0.48
N (-0.34874, -0.48924, 0.31294)  -0.30
C (-2.15281, -1.50558, -1.06547)  -0.91
C (2.14012, 2.16552, 0.84316)  -0.16
C (-0.81386, -0.99745, -0.77641)  0.22
H (-0.09043, -1.39309, -1.43807)  0.33
H (2.66794, 0.34217, 1.24837)  0.19
H (2.97440, 2.69320, 1.46371)  0.22
H (-0.98116, -0.15434, 1.04494)  0.27
H (-2.84327, -0.58875, -1.24836)  0.33
H (1.59729, 2.87636, 0.26707)  0.26
H (0.68044, 0.06572, 0.47556)  0.40
H (-2.67653, -1.73165, -0.09561)  0.34
H (-2.04652, -2.18242, -1.94675)  0.29

Cartesian forces, eV/Å:
0.073 1.685 -1.454
0.366 1.730 -0.155
-1.694 2.350 0.588
1.919 -0.802 2.140
0.477 -1.080 1.852
1.140 0.475 -0.967
0.042 0.106 0.975
-1.012 -1.341 -1.326
-0.262 -0.456 -0.332
1.151 -1.251 -0.676
-1.165 0.087 -0.321
-0.665 -0.721 -0.446
0.612 -1.070 -1.033
-0.983 0.288 1.157

Summary:
Orbital gap in eV: 10.92
Energy above the lowest of the compared OMol25 structures with the same formula, charge and spin in eV: 2.137
Total charge: +1
Largest force on an atom in eV/A: 2.98
HOMO level in Ha: -0.5521
LUMO level in eV: -4.101



(5)
Molecular formula: C7H3Cl2O2PtTe4
Method: DFT, the ωB97M-V functional and the def2-TZVPD basis

Last column: Mulliken charge in e.
Positions of all 19 atoms, in Å:
Pt (-2.16229, 0.09595, -1.18479)  0.48
Te (-1.85520, 1.95820, -2.87833)  -0.13
Te (-5.49690, 2.59451, -1.12275)  -0.17
Te (-4.66887, 0.06552, -0.70880)  -0.23
Te (-4.16544, 3.17545, -3.41437)  -0.22
Cl (3.94215, -0.53000, 2.79881)  -0.25
Cl (2.59947, 0.29266, -2.35331)  -0.20
O (-1.90847, -1.23185, 0.55805)  -0.59
O (-0.08755, -0.33355, -1.45445)  -0.88
C (1.41057, -0.76613, 1.85759)  -0.88
C (-0.90546, -1.12020, 1.25893)  -0.07
C (0.42045, -0.73189, 0.85369)  0.65
C (2.13196, -0.11572, -0.73499)  0.39
C (3.07634, -0.16017, 0.24666)  -0.66
C (2.71002, -0.48670, 1.56337)  0.27
C (0.73731, -0.38689, -0.49535)  0.43
H (4.10813, 0.05973, 0.00907)  0.41
H (-1.01076, -1.35365, 2.33098)  0.32
H (1.12456, -1.02527, 2.86997)  0.33

Cartesian forces, eV/Å:
0.389 -0.560 0.426
0.592 -0.377 0.326
0.076 0.454 0.105
0.160 0.009 -0.387
-0.881 0.012 -0.198
-0.006 -0.002 0.002
-0.015 -0.012 0.050
-0.335 0.282 -0.076
-0.208 0.386 -0.242
-0.056 0.015 -0.001
0.226 0.010 -0.142
-0.070 0.096 0.159
-0.126 -0.060 -0.144
0.032 -0.021 0.110
0.041 0.027 -0.075
0.171 -0.065 0.123
-0.001 0.010 0.007
0.014 -0.197 -0.040
-0.001 -0.006 -0.002

Summary:
Orbital gap in eV: 5.37
Energy above the lowest of the compared OMol25 structures with the same formula, charge and spin in eV: 0.000
Total charge: -1
Largest force on an atom in eV/A: 0.90
HOMO level in Ha: -0.1310
LUMO level in eV: 1.808



(6)
Molecular formula: C8H18O
Method: DFT, the ωB97M-V functional and the def2-TZVPD basis

Last column: Mulliken charge in e.
Positions of all 27 atoms, in Å:
O (-0.23555, -0.90592, -0.57582)  -0.40
C (0.89021, 0.84552, 1.09285)  -1.51
C (0.94086, -0.77417, 0.14278)  1.35
C (-0.93819, 0.12613, -1.15873)  0.14
C (-0.21459, 1.04681, -2.11693)  -1.48
C (2.19157, -0.70636, -0.71649)  -1.48
C (-2.40419, 0.11179, 1.10175)  -1.07
C (-1.66072, 1.09007, 0.20950)  -0.60
C (1.00000, -1.92932, 1.12426)  -1.59
H (-2.95366, -0.62554, 0.51635)  0.31
H (0.25004, 0.49429, -2.93779)  0.38
H (1.83470, -1.79772, 1.80632)  0.37
H (-1.18768, 1.87518, 0.78404)  0.41
H (0.28710, 0.75193, 1.99047)  0.33
H (1.93875, 0.75542, 1.36577)  0.54
H (-2.35912, 1.63518, -0.42882)  0.45
H (-1.70715, -0.47042, 1.70917)  0.12
H (-1.80507, -0.35366, -1.61898)  0.52
H (0.55868, 1.62008, -1.60714)  0.25
H (2.14690, 0.08980, -1.45275)  0.31
H (0.86896, 1.79987, 0.57727)  0.35
H (0.08181, -1.98277, 1.71089)  0.30
H (-0.93634, 1.74920, -2.53347)  0.43
H (1.12923, -2.87727, 0.60396)  0.40
H (2.32434, -1.64984, -1.25274)  0.38
H (3.06779, -0.55662, -0.08396)  0.39
H (-3.10864, 0.63834, 1.74825)  0.38

Cartesian forces, eV/Å:
-0.024 -1.654 -0.720
2.219 -3.356 -0.887
-0.493 3.590 1.300
-0.440 2.430 3.290
0.037 -0.106 0.053
-0.028 -0.138 -0.014
0.216 -0.018 -0.103
-0.913 -1.420 -3.220
-0.166 0.466 0.231
-0.120 0.072 -0.071
-0.065 -0.011 0.006
0.152 0.000 0.085
0.748 -0.288 -0.303
-0.180 0.141 -0.206
0.203 0.137 0.659
-0.508 0.080 0.188
-0.053 0.150 0.128
0.005 0.217 0.114
-0.020 0.005 -0.039
0.020 0.095 0.020
-0.605 -0.314 -0.334
0.037 0.013 -0.054
0.005 0.013 -0.046
-0.005 0.003 -0.159
-0.050 -0.013 0.009
-0.009 0.013 -0.038
0.036 -0.107 0.107

Summary:
Orbital gap in eV: 9.80
Energy above the lowest of the compared OMol25 structures with the same formula, charge and spin in eV: 2.558
SMILES: CC[C@@H](C)OC(C)(C)C
Largest force on an atom in eV/A: 4.12
HOMO level in Ha: -0.3263
LUMO level in eV: 0.916